Run i
Computed, not measured: a 2-piece molecular cluster, C4H8ClN2 overall, with ωB97M-V/def2-TZVPD.

Geometry as XYZ:
```
15
Properties=species:S:1:pos:R:3:lowdin_charge:R:1
H 0.5898 2.0744 0.5378 0.1356
H -0.2861 -2.6347 -1.7748 -0.0278
N -0.9233 -0.6104 0.7514 0.0663
H -0.2684 0.1329 2.6669 0.1385
Cl -2.1376 -1.8964 -2.9737 0.7558
H 1.6222 0.5551 1.3384 0.1410
H 1.4662 0.3995 -1.1409 0.1773
H -1.8738 -0.8878 0.8647 0.1454
N 0.6865 0.2511 -0.4764 0.0611
C -0.5631 -1.9896 -2.4940 -0.3803
H -1.2980 1.2003 1.8109 0.1458
C -0.2389 -0.5864 -0.3575 -0.1799
C -0.4101 0.4952 1.6034 -0.1558
H 0.2149 -1.5492 -3.1247 0.0601
C 0.7596 1.0357 0.8384 -0.0831
```

As for the HOMO energy (spin up / spin down): -0.492 / -0.492 Ha. As for the molar mass: 119.6 g/mol. As for the charge: +1. The LUMO energy (spin up / spin down) comes out at -5.3667 / -5.3628 eV. For the orbital gap (spin up / spin down), the calculation gives 8.0 / 8.0 eV.



Run ii
Computed, not measured: an isolated ion of composition C4H8ClN2 and charge +1, with ωB97M-V/def2-TZVPD.

Geometry as XYZ:
```
15
Properties=species:S:1:pos:R:3:lowdin_charge:R:1
H -1.5371 2.2257 0.6384 0.1532
H 2.5413 -1.3625 -0.6949 0.1135
C -0.6317 1.5886 0.2666 -0.0745
N 0.6186 -1.5627 1.2462 0.1967
H -2.0822 1.1904 -1.2826 0.1335
C -1.0101 0.9751 -1.0857 -0.1346
N 1.7428 -0.8145 -0.6618 0.2397
H 1.7488 -0.2372 -1.4824 0.1354
C -0.8302 0.0853 0.0433 -0.6901
H 1.3218 -1.8732 1.8078 0.1177
H 0.2796 2.0937 0.4558 0.0915
H -0.5631 1.0949 -1.9598 0.0629
Cl -2.0669 -0.8208 0.8034 0.8008
C 0.7194 -0.9147 0.1728 -0.2112
H -0.2511 -1.6682 1.7327 0.0655
```

As for the HOMO energy: -0.539 Ha. As for the molar mass: 119.6 g/mol. As for the charge: +1. The LUMO energy comes out at -3.3920 eV. For the orbital gap, the calculation gives 11.3 eV. The SMILES is NC(=[NH2+])C1(Cl)CC1.



Stability check: which of them is least stable? run i.